{
  "formula": "C12H17N",
  "method": "wB97M-V/def2-TZVPD",
  "symbols": ["C", "C", "C", "C", "C", "C", "C", "C", "C", "C", "N", "H", "H", "H", "H", "H", "H", "H", "H", "H", "H", "H", "C", "C", "H", "H", "H", "H", "H", "H"],
  "coordinates": [[0.08147, -0.19850, 0.79925], [0.86683, 0.87253, 1.60612], [-0.17124, 0.29250, -0.59020], [0.66650, 0.20808, -1.65580], [-1.34477, 0.98963, -1.06276], [-1.05299, 1.46323, -2.35163], [-2.52569, 1.40454, -0.42245], [-2.05273, 2.05589, -3.13739], [-3.50638, 1.96066, -1.21230], [-3.27193, 2.30684, -2.56287], [0.17659, 0.97033, -2.71062], [0.74690, -1.05659, 0.80173], [-0.85143, -0.37166, 1.31783], [0.74781, 1.86675, 1.20079], [1.54759, -0.37646, -1.86000], [0.54258, 0.92407, -3.64323], [-2.69199, 1.22945, 0.63182], [-1.83658, 2.33603, -4.16138], [-4.41113, 2.31062, -0.73040], [-4.10130, 2.67456, -3.14597], [1.93837, 0.67672, 1.73242], [0.55792, 0.84285, 2.65964], [2.01747, -2.75773, 2.88037], [2.94700, -2.99711, 1.68187], [1.30903, -3.58361, 2.98128], [2.61456, -2.96897, 3.77574], [1.61728, -1.75401, 2.96557], [3.81469, -2.35258, 1.75543], [2.39134, -2.92448, 0.74335], [3.23423, -4.04358, 1.71379]],
  "forces_ev_per_angstrom": [[1.053, 1.029, -0.011], [0.093, -0.405, 1.084], [-0.235, -0.670, -0.177], [0.010, 0.337, -0.712], [0.916, 1.147, 0.983], [-0.986, -0.938, -0.580], [-0.087, -0.489, -0.647], [0.586, 0.337, -0.176], [0.127, 0.931, 0.357], [-0.202, -0.678, 0.447], [0.009, -0.210, 0.325], [-0.501, -0.541, -0.111], [-0.180, -0.456, -0.001], [-0.133, 0.280, 0.025], [0.257, 0.093, 0.460], [-0.086, 0.074, -0.039], [-0.022, -0.109, 0.008], [-0.110, -0.029, -0.054], [-0.180, -0.216, -0.151], [0.057, 0.290, -0.116], [-0.041, -0.119, -0.731], [-0.343, 0.326, -0.191], [1.093, -1.132, 0.640], [-1.107, -0.355, 0.308], [-0.652, 0.561, -0.464], [0.117, 0.543, 0.086], [-0.353, -0.083, -0.110], [0.122, 0.058, -0.435], [0.303, 0.509, -0.079], [0.476, -0.086, 0.062]],
  "nbo_charge": [-0.426, -0.605, -0.080, -0.027, -0.091, 0.125, -0.197, -0.222, -0.234, -0.223, -0.527, 0.218, 0.212, 0.214, 0.207, 0.407, 0.212, 0.208, 0.208, 0.213, 0.204, 0.202, -0.612, -0.607, 0.207, 0.200, 0.206, 0.205, 0.199, 0.204],
  "e_tot_ha": -522.19264,
  "homo_ev": -7.831,
  "lumo_ev": 0.942,
  "e_above_lowest_ev": 0.7520,
  "molar_mass_da": 175.28,
  "homo_lumo_gap_ev": 8.77,
  "smiles": "CCc1c[nH]c2ccccc12.CC"
}

---

{
  "formula": "C27H24N4O5",
  "method": "wB97M-V/def2-TZVPD",
  "symbols": ["C", "N", "C", "O", "N", "C", "N", "H", "H", "C", "C", "O", "C", "O", "C", "H", "H", "O", "C", "O", "C", "C", "C", "N", "C", "C", "C", "C", "C", "C", "H", "H", "H", "H", "C", "C", "C", "H", "H", "H", "H", "H", "H", "C", "C", "C", "C", "C", "C", "C", "H", "H", "H", "H", "H", "H", "H", "H", "H", "H"],
  "coordinates": [[-0.33901, -0.65610, -3.09159], [0.52604, -1.27721, -2.10343], [1.63793, -0.57010, -1.75560], [1.88987, 0.52010, -2.21577], [2.51295, -1.18568, -0.85791], [2.21246, -2.35756, -0.22897], [3.08723, -2.90941, 0.61866], [3.78516, -2.35255, 1.08143], [2.71809, -3.73868, 1.09791], [0.98717, -2.98193, -0.48596], [0.12602, -2.49772, -1.54057], [-0.85636, -3.06665, -1.97052], [0.51887, -3.98372, 0.45396], [1.25643, -4.67791, 1.14171], [-0.99004, -4.09138, 0.64793], [-1.43374, -4.67316, -0.16306], [-1.16572, -4.58039, 1.61256], [-1.65045, -2.83178, 0.60365], [-1.05205, -1.80276, 1.19875], [-0.06303, -1.89907, 1.88971], [-1.64201, -0.49893, 0.79162], [-0.74264, 0.48668, 0.46906], [-1.19983, 1.71320, -0.06394], [-2.47623, 1.96042, -0.22906], [-3.38514, 1.03191, 0.11838], [-4.74972, 1.34810, -0.05020], [-5.71582, 0.44088, 0.28271], [-5.36375, -0.81569, 0.79852], [-4.04979, -1.15529, 0.97345], [-3.02910, -0.24901, 0.63266], [-3.78373, -2.12145, 1.37214], [-6.14191, -1.51695, 1.06101], [-6.75989, 0.68598, 0.15406], [-4.99509, 2.32278, -0.44187], [-0.22263, 2.73539, -0.46652], [-0.57763, 3.68213, -1.58593], [-0.52612, 4.18828, -0.18943], [-1.46301, 4.39883, 0.30199], [0.29488, 4.82086, 0.11137], [-1.55003, 3.55077, -2.03379], [0.20779, 3.95296, -2.27385], [0.80947, 2.41909, -0.39220], [0.31586, 0.32368, 0.60117], [3.69179, -0.38758, -0.53709], [3.35646, 0.70047, 0.45681], [3.73629, 2.01106, 0.19858], [3.40130, 3.02575, 1.07758], [2.67399, 2.74291, 2.22144], [2.28987, 1.43992, 2.48446], [2.63017, 0.42175, 1.60950], [2.29857, -0.58326, 1.83014], [1.71380, 1.20795, 3.36718], [2.40141, 3.53548, 2.90176], [3.69958, 4.04086, 0.86175], [4.28525, 2.23747, -0.70307], [4.48982, -1.04030, -0.17788], [4.02368, 0.07462, -1.47048], [-0.75919, 0.26613, -2.68842], [-1.13157, -1.36426, -3.32146], [0.23699, -0.41988, -3.98506]],
  "forces_ev_per_angstrom": [[-0.192, 0.097, -0.239], [-0.195, 0.059, -0.155], [-0.126, -0.233, 0.019], [0.092, 0.239, -0.084], [0.285, -0.035, 0.055], [-0.504, -0.375, -0.269], [0.127, 0.140, 0.258], [-0.040, 0.016, -0.078], [0.122, 0.077, -0.112], [0.316, -0.082, -0.053], [0.479, -0.105, -0.032], [-0.096, -0.115, 0.006], [-0.089, 0.095, -0.254], [-0.175, -0.167, 0.069], [0.061, -0.562, 0.301], [0.074, 0.087, 0.149], [0.085, 0.105, -0.159], [-0.272, 0.133, -0.029], [0.384, 0.093, 0.383], [-0.368, 0.019, 0.118], [0.168, 0.481, -0.207], [-0.303, -0.355, 0.122], [-0.347, -0.131, 0.037], [0.380, 0.461, -0.154], [-0.096, -0.621, 0.244], [-0.224, -0.132, 0.060], [0.054, 0.257, -0.111], [0.178, -0.239, 0.130], [-0.310, -0.115, 0.033], [0.069, 0.385, -0.158], [-0.038, -0.070, 0.011], [-0.034, -0.075, 0.032], [-0.071, 0.047, -0.024], [-0.008, 0.099, -0.045], [0.206, 0.157, -0.064], [0.066, -0.026, -0.112], [0.017, 0.082, 0.097], [-0.126, -0.053, 0.017], [0.115, 0.011, -0.021], [-0.114, -0.049, 0.038], [0.124, 0.017, 0.006], [0.050, 0.058, -0.026], [0.063, -0.034, 0.014], [0.150, 0.225, -0.037], [0.045, 0.057, 0.038], [0.022, -0.104, 0.024], [0.041, 0.077, -0.001], [-0.016, 0.054, 0.038], [-0.032, -0.041, 0.059], [0.127, 0.019, -0.040], [-0.078, -0.110, 0.004], [-0.062, -0.013, 0.094], [-0.025, 0.074, 0.057], [0.020, 0.093, -0.019], [0.036, 0.028, -0.136], [-0.097, 0.015, -0.106], [0.041, -0.144, 0.200], [0.002, 0.001, -0.032], [0.091, 0.106, 0.019], [-0.052, 0.023, 0.023]],
  "nbo_charge": [-0.418, -0.465, 0.810, -0.618, -0.437, 0.541, -0.777, 0.397, 0.452, -0.458, 0.688, -0.614, 0.596, -0.603, -0.170, 0.246, 0.212, -0.488, 0.774, -0.603, -0.032, -0.262, 0.325, -0.452, 0.127, -0.187, -0.202, -0.215, -0.194, -0.026, 0.220, 0.215, 0.215, 0.224, -0.307, -0.397, -0.396, 0.225, 0.213, 0.230, 0.218, 0.237, 0.230, -0.232, -0.058, -0.194, -0.207, -0.208, -0.215, -0.187, 0.217, 0.222, 0.218, 0.217, 0.216, 0.211, 0.249, 0.214, 0.249, 0.215],
  "e_tot_ha": -1638.59409,
  "homo_ev": -8.616,
  "lumo_ev": -0.122,
  "e_above_lowest_ev": 0.0000,
  "molar_mass_da": 484.51,
  "homo_lumo_gap_ev": 8.49,
  "smiles": "Cn1c(=O)c(C(=O)COC(=O)c2cc(C3CC3)nc3ccccc23)c(N)n(Cc2ccccc2)c1=O"
}

---

> What is the formula in the first record?

C12H17N

---

> Number 1 is which compound?

C12H17N